(1)
C4H11NO2 | ωB97M-V/def2-TZVPD

Each line ends with the Mulliken charge.
Atoms and positions in Å:
H1 -1.626 -2.910 0.877  0.3160
H2 0.690 2.457 1.586  0.3421
H3 0.106 -3.322 1.030  0.2601
H4 -0.247 -0.197 -2.134  0.3606
O1 0.151 2.642 -0.501  -0.4895
C1 -0.228 -0.259 -0.040  -0.5276
H5 1.244 0.244 -1.532  0.2598
H6 0.530 -0.202 0.743  0.4186
C2 -0.063 1.905 -1.436  -0.1046
O2 1.540 2.238 1.984  -0.6356
H7 -0.623 -1.897 1.802  0.2841
H8 -1.190 -1.848 -0.905  0.2417
N1 -0.389 -1.681 -0.311  -0.3670
H9 2.169 2.330 1.258  0.3024
H10 -0.526 2.303 -2.352  0.3369
C3 0.166 0.442 -1.345  -0.4463
C4 -0.601 -2.503 0.881  -0.8553
H11 -1.102 0.259 0.397  0.3037

Cartesian forces, eV/Å:
0.361 -0.243 -0.144
0.170 -0.004 -0.163
0.068 0.168 -0.277
-0.485 0.766 -0.272
-0.038 0.076 -0.326
0.139 0.192 0.523
-0.256 0.362 0.277
0.161 0.333 -0.240
-0.629 -0.003 0.548
0.154 -0.068 0.138
0.385 -0.039 -0.257
0.152 0.260 -0.227
-0.239 -0.284 0.105
-0.222 0.025 0.119
0.227 0.085 -0.224
1.154 -1.583 -0.263
-0.974 0.270 0.842
-0.126 -0.313 -0.160

Total charge: 0
Energy above the lowest of the compared OMol25 structures with the same formula, charge and spin, eV: 1.785
HOMO energy, eV: -9.17
Largest force on an atom, eV/A: 2.0

=====

(2)
C27H57ClFN2O2 | ωB97M-V/def2-TZVPD

Each line ends with the Mulliken charge.
Atoms and positions in Å:
C1 3.547 -1.481 -2.084  -0.3583
H1 -1.973 -4.425 2.246  0.1829
H2 -1.357 -1.097 4.532  0.3493
H3 1.140 0.639 -2.403  0.7351
H4 -2.988 -1.895 -1.730  0.2073
H5 -8.634 2.170 -1.344  0.3007
F1 -2.381 0.402 2.167  -0.4173
H6 -2.763 -4.254 -0.023  0.2955
H7 -2.917 -1.880 3.609  0.2886
H8 -4.547 -2.553 -0.911  0.3897
C2 -6.567 1.211 -1.084  -0.3535
H9 5.200 2.980 0.382  0.4958
H10 -7.986 1.299 -2.924  0.2540
H11 -1.762 0.444 -0.301  0.3813
H12 -5.897 2.073 -1.538  0.2419
C3 -5.925 -0.294 -1.398  -0.5016
H13 -0.515 1.948 -2.757  0.3883
C4 -1.772 -1.643 3.556  -0.9319
C5 2.081 4.407 0.225  0.0734
H14 -6.580 -1.159 -0.948  0.3300
H15 3.509 -0.598 0.078  -0.2079
H16 3.067 -3.713 -1.920  0.2213
H17 3.490 2.102 0.490  -0.3426
C6 -1.435 -0.729 2.222  0.2738
H18 2.891 6.017 1.783  0.3253
C7 -1.398 -1.643 0.808  1.3841
C8 0.491 0.138 -0.162  1.3427
C9 5.313 0.411 -1.104  -0.8370
C10 -3.662 -1.759 -0.788  -1.0763
H19 2.354 0.312 2.465  -0.0501
H20 -1.143 -3.052 -1.729  -0.1044
H21 0.610 0.812 0.817  -0.8313
H22 -8.654 0.252 -1.482  0.2403
H23 1.525 2.737 4.096  0.4600
C11 -0.009 -3.621 0.189  -0.7085
C12 2.553 -2.713 -1.544  -0.5427
H24 -3.745 0.510 -1.224  0.1825
H25 -1.083 -0.892 -1.437  0.3833
C13 4.317 -0.846 -0.766  -0.1225
H26 1.325 -0.680 -0.084  -0.4571
H27 4.207 4.993 -0.353  0.2995
N1 -3.144 -3.682 0.755  -0.2083
H28 1.134 2.466 2.260  0.0585
C14 4.225 2.716 -0.220  0.0382
H29 1.100 -3.996 0.442  0.4157
C15 0.815 1.188 -1.422  -0.1265
C16 -4.417 -0.297 -0.677  -0.3559
H30 1.716 1.902 -1.128  -0.8363
H31 5.884 0.674 -0.089  0.2852
H32 1.143 -3.126 -3.281  0.2259
C17 -1.039 -0.472 -0.336  -1.0812
H33 -5.753 -0.368 -2.555  0.2136
H34 -0.677 -4.563 0.502  0.1914
H35 -4.528 0.039 0.451  0.1552
C18 2.021 2.570 3.025  -0.2090
Cl1 0.446 -4.894 -4.004  -0.7366
H36 -0.081 -4.601 -1.865  0.3978
H37 3.594 1.481 -2.161  0.1330
H38 3.986 1.279 2.731  0.2847
H39 -3.611 -1.714 1.467  0.2755
H40 4.958 -1.743 -0.312  0.3160
H41 2.931 0.724 4.228  0.3115
C19 -2.907 -2.211 0.637  -0.1584
H42 1.343 3.497 0.308  -0.1615
C20 3.453 4.113 -0.623  -0.7658
N2 -2.965 -4.213 2.006  -0.5018
C21 -8.062 1.234 -1.758  -0.9004
H43 3.278 4.169 -1.799  0.3031
H44 -0.364 -0.252 2.450  -0.1657
C22 4.543 1.798 -1.550  -0.3953
H45 -6.645 1.381 0.094  0.2562
H46 -1.181 -2.674 3.513  0.1270
O1 -0.309 -2.539 1.050  -0.3860
H47 2.589 -2.626 -0.363  0.2044
H48 1.495 5.253 -0.374  0.2725
C23 1.052 -2.652 -2.188  -0.0243
H49 4.077 3.563 2.440  0.1869
C24 -0.107 -3.496 -1.415  -0.1551
C25 2.993 3.870 2.766  -0.5065
H50 5.272 2.390 -2.272  0.3714
H51 -3.609 -5.015 2.181  0.2340
H52 1.232 5.207 2.201  0.3099
H53 4.377 -1.852 -2.821  0.4176
H54 6.170 0.079 -1.854  0.3374
C26 2.310 4.987 1.741  -0.8436
C27 2.884 1.149 3.115  -0.7315
H55 0.775 -1.509 -2.393  -0.2300
O2 -0.321 2.058 -1.761  -0.5296
H56 2.885 -0.655 -2.585  0.1501
H57 3.110 4.431 3.812  0.3530

Cartesian forces, eV/Å:
-0.213 0.183 1.141
-1.008 -0.121 -0.290
-1.214 -0.991 -2.151
-0.583 0.682 1.984
-1.208 0.534 1.796
0.852 -1.805 -0.957
1.439 -2.116 -0.158
-0.027 0.863 0.677
2.298 0.521 0.067
1.986 1.592 0.342
-0.630 -1.037 -0.186
-1.808 -0.767 -1.293
-0.157 -0.096 2.210
1.230 -1.936 0.232
-1.322 -1.899 0.916
1.670 1.614 0.783
0.537 0.155 2.571
0.447 0.027 -0.034
-0.354 1.121 -0.230
1.177 1.751 -1.050
1.766 -0.191 -1.880
-1.193 1.862 1.150
1.697 1.182 -1.437
1.319 -0.878 1.540
-0.980 -2.223 -0.293
-0.482 3.357 0.475
-0.167 1.199 -0.147
0.355 0.063 1.207
-1.165 -0.729 0.550
1.171 1.720 1.291
1.802 -0.878 0.603
-0.515 -1.489 -1.989
1.180 2.024 -0.482
0.905 -0.382 -2.413
0.679 -3.021 -1.147
0.727 0.217 -0.579
-1.500 -1.508 1.169
0.036 0.680 2.323
0.067 -0.738 -0.197
-1.726 1.458 -0.419
-1.640 -1.659 -0.701
0.072 0.996 -1.624
1.932 0.323 1.355
-1.148 -0.263 -0.433
-2.381 1.140 -0.370
1.073 -0.315 -0.036
0.202 -0.025 -0.647
-1.850 -1.596 -0.453
-1.083 -0.584 -2.099
-0.344 0.992 2.597
1.099 0.027 -0.578
-0.599 -0.195 2.202
1.208 1.868 -0.671
0.258 -0.787 -2.266
0.284 -0.301 1.098
-0.123 -1.213 -1.253
0.051 2.483 1.039
1.663 0.948 1.293
-2.187 -0.211 0.692
1.799 -1.117 -1.670
-1.222 1.968 -0.908
-0.098 1.063 -2.413
-1.908 0.367 -0.850
1.623 1.600 -0.370
0.613 0.438 0.445
0.366 -1.123 1.561
0.265 0.336 0.389
0.178 -0.226 2.577
-2.390 -0.953 -0.904
1.093 -0.507 0.140
0.175 -0.415 -2.582
-1.280 2.330 -0.187
-0.806 0.867 -0.091
-0.211 -0.434 -2.358
1.123 -1.800 1.261
0.758 0.814 -0.686
-2.202 0.510 0.427
-0.102 -0.008 -0.092
-0.323 0.968 0.516
-1.599 -1.064 1.449
1.041 0.982 -0.323
2.222 -0.423 -1.030
-1.729 0.674 1.225
-2.019 0.679 1.323
-0.521 -0.630 0.551
-0.391 -0.417 0.097
0.400 -2.322 0.876
0.360 -1.018 -1.767
1.343 -1.546 0.757
-0.134 -1.223 -2.205

Total charge: -1
Energy above the lowest of the compared OMol25 structures with the same formula, charge and spin, eV: 11.519
HOMO energy, eV: -4.22
Largest force on an atom, eV/A: 3.4

=====

(3)
C43H25NO6 | ωB97M-V/def2-TZVPD

Each line ends with the Mulliken charge.
Atoms and positions in Å:
C1 0.209 -6.038 1.043  -0.5609
H1 -0.658 -1.971 2.857  0.6146
C2 2.290 0.112 0.506  -0.9324
O1 3.514 -2.299 1.212  -0.6903
H2 -0.337 -6.974 1.105  0.4165
C3 -2.786 0.656 3.149  -0.8701
C4 -2.644 -4.850 8.249  -0.4928
H3 0.368 1.821 -2.862  0.1870
C5 4.136 2.400 -9.767  -0.3548
H4 3.135 4.318 -10.461  0.2996
H5 1.667 1.292 -5.086  0.2169
C6 2.339 -2.344 0.890  0.5909
C7 -3.443 0.289 4.318  -0.7249
O2 -4.638 -0.540 6.705  -0.6775
C8 -0.020 7.224 -2.615  -0.4570
C9 1.344 2.371 -4.913  -0.6653
O3 0.137 7.625 -5.113  -0.5309
H6 -4.223 0.927 4.721  0.4647
H7 -1.390 -0.054 -0.686  0.4622
C10 0.308 1.210 -0.328  -0.3429
C11 3.354 1.857 -7.361  -0.3362
C12 1.557 -5.992 1.392  -0.4827
C13 4.230 1.386 -8.563  -0.4072
H8 -4.687 -2.165 8.608  0.4590
H9 3.321 0.169 0.842  0.4604
H10 4.865 0.446 -8.574  0.3488
H11 4.725 2.213 -10.738  0.2933
C14 -0.354 6.247 -1.634  -0.3813
H12 1.523 5.797 -6.462  0.3484
C15 -3.093 -0.894 4.972  0.1525
H13 -3.056 1.579 2.644  0.4540
H14 -1.488 -4.928 0.338  0.4711
C16 -3.586 -3.996 8.817  -0.4558
O4 -1.342 3.991 -1.248  -0.5811
C17 0.296 -1.174 0.061  0.6250
C18 -2.054 -4.526 7.032  -0.4820
C19 0.550 5.252 -4.397  0.3023
H15 -1.316 -5.193 6.597  0.4602
C20 -3.768 -1.256 6.239  0.6539
C21 -0.435 -2.461 0.066  0.6670
C22 -3.364 -2.498 6.937  0.1373
C23 1.296 4.945 -5.735  -0.7589
C24 1.625 -1.114 0.478  0.3090
H16 2.149 2.225 0.138  0.4876
H17 -0.201 2.109 -0.645  0.8326
C25 2.254 -4.790 1.329  -0.6474
C26 -0.358 -0.012 -0.351  -1.1958
O5 -0.917 -3.737 4.606  -0.6882
C27 1.631 1.271 0.109  -0.5281
H18 3.359 1.199 -6.417  0.1058
C28 -1.779 -0.154 2.630  0.2516
C29 0.197 6.811 -4.161  0.2451
C30 0.180 4.172 -3.329  0.4796
C31 -1.440 -1.341 3.269  -0.4246
N1 2.428 3.999 -8.438  -0.4192
C32 1.694 3.465 -5.985  0.6814
O6 -1.593 -2.515 -0.311  -0.6828
C33 0.593 2.685 -3.602  -0.2359
H19 3.302 -4.760 1.607  0.4689
C34 -3.950 -2.824 8.161  -0.5514
H20 2.064 -6.894 1.719  0.4058
H21 -2.366 -5.767 8.758  0.3949
H22 -0.470 6.585 -0.550  0.3337
C35 3.204 3.606 -9.555  -0.0963
C36 -0.439 -4.885 0.613  -0.6541
H23 -1.257 0.139 1.723  0.3573
C37 -1.746 -2.991 5.102  0.5417
C38 2.486 3.128 -7.320  0.4944
C39 -0.582 4.693 -1.996  0.5240
C40 1.602 -3.628 0.914  0.3282
H24 0.138 8.332 -2.383  0.3272
C41 -2.406 -3.344 6.379  0.1131
C42 -2.101 -1.717 4.439  -0.1344
C43 0.258 -3.678 0.542  0.2819
H25 -4.040 -4.244 9.771  0.3938

Cartesian forces, eV/Å:
0.009 0.223 -0.057
-0.126 -0.056 0.191
-0.033 0.304 -0.042
-0.312 0.032 -0.106
0.049 0.109 -0.012
-0.036 -0.148 0.196
0.030 0.127 -0.172
0.383 1.852 -1.451
-1.665 -0.582 3.873
0.021 -1.170 1.737
-0.593 1.752 0.195
0.939 -0.082 0.290
0.081 0.118 -0.197
0.228 -0.202 -0.101
-0.322 -2.215 0.484
-0.836 2.959 0.680
0.294 -2.687 3.426
0.096 -0.195 0.085
0.126 -0.161 0.072
0.096 -0.338 0.076
0.522 0.218 -1.522
0.003 0.213 -0.043
-3.087 4.982 -0.295
0.109 0.007 -0.214
-0.142 -0.191 -0.032
-1.031 1.452 0.153
-1.209 0.564 1.719
0.773 1.380 -2.248
-0.373 -1.554 1.185
0.096 0.179 -0.306
0.024 -0.096 0.054
0.156 0.175 -0.004
0.004 0.150 -0.179
3.423 2.606 -3.204
0.120 0.335 -0.124
-0.066 -0.107 0.217
0.728 -1.630 -0.768
-0.078 0.214 -0.071
-0.682 0.604 0.311
-0.954 -0.158 -0.309
0.049 -0.306 0.292
-1.136 -3.077 3.018
-0.115 0.396 -0.055
-0.041 -0.101 -0.008
-0.097 0.013 0.058
-0.064 -0.226 0.046
0.181 0.247 -0.242
-0.225 0.190 0.141
0.020 -0.272 0.044
0.055 1.175 -1.682
-0.032 -0.106 0.185
-0.056 0.313 -0.675
1.335 -0.369 -2.177
-0.031 0.236 -0.182
2.132 -3.450 0.258
-1.061 1.225 1.720
0.321 0.078 0.108
0.737 2.558 -2.420
-0.150 0.169 -0.053
0.016 -0.195 0.180
-0.045 0.107 -0.028
-0.022 0.098 -0.063
-0.038 -0.813 -1.662
0.953 -1.157 -0.020
0.028 -0.250 0.064
-0.166 -0.042 0.326
0.693 -0.575 -0.443
1.833 -1.732 -1.257
-1.354 -0.776 1.116
-0.091 -0.339 0.044
-0.411 -1.788 -0.268
-0.104 -0.189 0.327
-0.001 0.276 -0.199
0.090 -0.334 0.127
0.038 0.037 -0.108

Total charge: 0
HOMO energy, eV: -8.86
Largest force on an atom, eV/A: 5.9

=====

(4)
H4O2 | ωB97M-V/def2-TZVPD

Each line ends with the Mulliken charge.
Atoms and positions in Å:
H1 2.045 0.061 0.089  0.3007
O1 1.286 0.013 -0.545  -0.7007
H2 0.364 -0.072 -0.039  0.4124
H3 -1.486 -0.115 1.321  0.3278
O2 -1.163 -0.033 0.394  -0.6491
H4 -1.910 0.287 -0.163  0.3089

Cartesian forces, eV/Å:
-1.421 -0.103 -0.673
-1.012 -0.188 1.637
2.999 0.347 -1.207
0.230 0.150 -1.169
-1.647 0.150 0.667
0.851 -0.356 0.746

Total charge: 0
Energy above the lowest of the compared OMol25 structures with the same formula, charge and spin, eV: 0.340
HOMO energy, eV: -10.22
Largest force on an atom, eV/A: 3.3

=====

- Among the records above, which one has the highest largest force on an atom?
  C43H25NO6